(1)
The following is a DFT calculation (the ωB97M-V functional and the def2-TZVPD basis) of 2 unconnected molecules or ions with the total composition H4NOPS.

Structure (XYZ):
```
8
Properties=species:S:1:pos:R:3:forces:R:3:lowdin_charge:R:1
H 2.41190 -1.23136 -0.51262 0.005 -0.303 -0.111 -0.384
S 2.42449 0.01690 -0.05531 -1.799 0.083 0.715 -0.003
H -0.51202 2.10246 0.57092 0.022 0.087 0.011 0.047
O -1.04042 -1.13123 -0.23416 -0.061 0.616 -0.075 -0.337
P -0.41526 -0.16642 0.89951 1.795 0.204 -0.748 0.785
N -0.89712 1.24649 0.20643 -0.164 -0.480 0.034 -0.215
H -1.02625 1.23218 -0.79735 0.048 0.180 -0.011 0.057
H -0.94531 -2.06903 -0.07743 0.155 -0.387 0.185 0.050
```
Forces are in eV/Å.

Properties
Multiplicity: 1
Frontier orbital gap in eV: 7.5
Relative energy (zero: lowest compared OMol25 entry of this formula, charge and spin) in kJ/mol: 127.6
LUMO energy in hartree: -0.01671
HOMO level in eV: -7.906



(2)
The following is a DFT calculation (the ωB97M-V functional and the def2-TZVPD basis) of 2 unconnected molecules or ions with the total composition C4H10NS.

Structure (XYZ):
```
16
Properties=species:S:1:pos:R:3:forces:R:3:lowdin_charge:R:1
C 0.10693 0.51495 1.69671 0.127 0.756 0.229 -0.076
H -1.03263 -2.12593 2.39268 0.877 0.376 -0.421 0.109
H -1.20541 -0.38793 0.36085 -1.542 0.602 -0.706 0.124
H -0.60041 1.40448 1.86715 1.277 -1.498 -0.421 0.156
H 0.71105 0.17401 2.55765 -0.603 0.308 -0.355 0.140
S -0.35046 2.11874 -1.23846 1.404 -1.190 -0.233 0.646
H 1.75990 -0.25789 0.19816 -1.895 0.475 0.206 0.150
H 0.65031 2.57552 -3.57578 -0.249 0.232 0.630 0.035
H 1.36640 1.18870 -2.69727 -0.381 0.534 0.028 0.026
C 0.70287 0.14282 0.37970 0.830 1.173 0.069 -0.060
H 0.24648 -2.79656 1.25467 -0.152 1.006 0.010 0.108
C 0.43226 1.75288 -2.89014 -1.526 -2.739 -0.226 -0.477
C -0.61571 -2.11292 1.36206 -0.460 0.311 0.744 0.062
H -0.28036 0.97128 -3.40525 1.414 1.733 0.753 0.061
N -0.43031 -0.62058 0.91594 0.576 -2.449 0.326 -0.098
H -1.46092 -2.54157 0.82132 0.302 0.369 -0.632 0.093
```
Forces are in eV/Å.

Properties
Multiplicity: 1
Net charge: +1
Frontier orbital gap (alpha / beta) in eV: 7.5 / 7.2
Relative energy (zero: lowest compared OMol25 entry of this formula, charge and spin) in kJ/mol: 505.1
LUMO energy (alpha / beta) in hartree: -0.20796 / -0.20543
HOMO level (alpha / beta) in eV: -13.112 / -12.821